one:
Entry from the Open Molecules 2025 dataset: one molecule with the formula C24H31N3O5 (wB97M-V/def2-TZVPD).

Each line ends with the Löwdin charge.
Element x y z (Å)
C1 -2.09037 -2.99137 -2.86555  -0.059
C2 -1.99079 -1.74155 -2.00343  -0.253
O1 -0.61369 -1.48780 -1.79165  -0.028
C3 -0.19140 -0.57457 -0.87655  -0.166
C4 1.15349 -0.68979 -0.54711  0.057
C5 1.77486 0.16387 0.34948  -0.200
C6 3.24395 0.00798 0.65750  -0.180
C7 3.58997 -1.43359 0.95317  -0.153
C8 2.70985 -2.16521 1.75631  -0.222
N1 1.99653 -2.77758 2.41962  0.166
C9 4.70401 -2.02908 0.45847  -0.316
N2 5.06220 -3.31989 0.73409  0.177
O2 5.61097 -1.41254 -0.33395  0.042
C10 5.53499 0.00237 -0.42902  -0.250
C11 6.25872 0.68555 0.73201  -0.119
C12 6.25913 2.19364 0.51022  -0.168
C13 4.83436 2.73865 0.39123  -0.100
C14 4.03884 1.99749 -0.65915  -0.359
O3 3.41024 2.55795 -1.51925  0.126
C15 4.08461 0.48665 -0.54695  -0.126
C16 1.02039 1.16241 0.93614  -0.023
C17 -0.31943 1.30055 0.61974  -0.003
C18 -0.94895 0.45487 -0.28410  -0.169
O4 -2.27184 0.58102 -0.63113  -0.080
C19 -2.99538 1.68952 -0.14154  -0.174
C20 -4.40868 1.66446 -0.75394  -0.152
N3 -5.39524 0.83655 -0.10250  -0.173
C21 -5.79620 1.28037 1.21947  -0.170
C22 -7.02520 0.47217 1.64174  -0.199
O5 -6.74623 -0.90706 1.66269  -0.130
C23 -6.31640 -1.34429 0.39439  -0.193
C24 -5.07666 -0.57911 -0.07183  -0.167
H1 -3.13378 -3.22437 -3.05872  0.073
H2 -1.57851 -2.83164 -3.81061  0.076
H3 -1.62477 -3.83148 -2.35753  0.078
H4 -2.46113 -0.89199 -2.51147  0.119
H5 -2.49467 -1.90208 -1.04414  0.118
H6 1.70282 -1.48813 -1.02284  0.139
H7 3.47314 0.62011 1.53860  0.141
H8 5.75714 -3.72103 0.12660  0.111
H9 4.33711 -3.93287 1.06854  0.102
H10 6.06729 0.23010 -1.36152  0.169
H11 5.76951 0.43346 1.67432  0.128
H12 7.28290 0.31085 0.77829  0.126
H13 6.80749 2.42290 -0.40626  0.122
H14 6.76920 2.68985 1.33726  0.116
H15 4.31977 2.62930 1.34877  0.122
H16 4.84681 3.79944 0.13675  0.125
H17 3.64086 0.06243 -1.45450  0.166
H18 1.46577 1.84445 1.64524  0.115
H19 -0.87516 2.09427 1.09184  0.104
H20 -3.05963 1.65772 0.95394  0.122
H21 -2.49352 2.62105 -0.43622  0.133
H22 -4.79751 2.68608 -0.76068  0.122
H23 -4.31861 1.32104 -1.78808  0.128
H24 -6.04948 2.34187 1.17841  0.126
H25 -5.00506 1.12977 1.97419  0.124
H26 -7.33577 0.73799 2.65370  0.124
H27 -7.84649 0.67672 0.93841  0.126
H28 -6.09969 -2.40904 0.49527  0.126
H29 -7.12318 -1.20058 -0.34025  0.127
H30 -4.80284 -0.89963 -1.07797  0.121
H31 -4.24067 -0.79921 0.61207  0.131

Frontier orbital gap   8.68 eV
Total charge   0
M   441.5 g mol⁻¹
SMILES string   CCOc1cc([C@H]2C(C#N)=C(N)O[C@@H]3CCCC(=O)[C@H]23)ccc1OCCN1CCOCC1

two:
Entry from the Open Molecules 2025 dataset: one molecule with the formula C24H31N3O5 (wB97M-V/def2-TZVPD).

Each line ends with the Löwdin charge.
Element x y z (Å)
C1 -1.34878 -1.33796 -3.74149  -0.077
O1 -2.21076 -1.31788 -2.63104  -0.069
C2 -1.68424 -1.56468 -1.39731  -0.208
C3 -0.34742 -1.79367 -1.13310  0.039
C4 0.08836 -2.00934 0.17645  -0.132
C5 1.52281 -2.20615 0.52983  -0.450
O2 1.87428 -2.79941 1.53086  0.071
N1 2.40967 -1.67101 -0.35384  0.073
C6 3.80545 -1.53403 -0.01370  -0.125
C7 4.07782 -0.17987 0.68406  -0.283
C8 3.40165 0.89322 -0.13727  -0.226
C9 2.15717 1.39177 0.22770  -0.034
C10 1.50843 2.31982 -0.57004  -0.068
C11 2.10170 2.75648 -1.74245  -0.087
C12 3.34394 2.26644 -2.11243  -0.078
C13 3.98796 1.33572 -1.31768  -0.041
N2 5.50743 0.09349 0.78921  -0.236
C14 6.24675 -0.98484 1.41701  -0.095
C15 5.73071 1.33553 1.50616  -0.089
C16 -0.83682 -2.02164 1.20781  -0.004
C17 -2.17954 -1.78521 0.95994  0.017
C18 -2.61437 -1.54440 -0.33177  -0.195
O3 -3.89813 -1.26354 -0.69759  -0.043
C19 -4.84965 -1.01691 0.31269  -0.077
C20 -4.49711 0.10266 1.30102  -0.450
O4 -4.67213 -0.06785 2.49404  0.056
N3 -4.02355 1.26102 0.80376  -0.034
C21 -3.79712 1.62224 -0.57882  -0.095
C22 -2.30561 1.92325 -0.77881  -0.173
O5 -1.85716 2.92244 0.10791  -0.147
C23 -2.07285 2.54389 1.45030  -0.175
C24 -3.55804 2.28958 1.71612  -0.098
H1 -0.86886 -2.31424 -3.86316  0.099
H2 -1.98102 -1.13939 -4.60526  0.096
H3 -0.58054 -0.55997 -3.66960  0.097
H4 0.36011 -1.83056 -1.94587  0.109
H5 2.06245 -1.01552 -1.03647  0.121
H6 4.40327 -1.59935 -0.92568  0.133
H7 4.04301 -2.36308 0.65370  0.118
H8 3.60422 -0.22237 1.68462  0.156
H9 1.69321 1.04930 1.14281  0.117
H10 0.54358 2.70628 -0.27793  0.088
H11 1.59743 3.48204 -2.36355  0.101
H12 3.81065 2.60974 -3.02438  0.101
H13 4.95924 0.95272 -1.59101  0.117
H14 7.27796 -0.66216 1.55205  0.084
H15 5.83775 -1.26432 2.39940  0.097
H16 6.24875 -1.86059 0.77253  0.078
H17 5.40170 1.27993 2.55559  0.093
H18 5.18938 2.14278 1.01656  0.082
H19 6.79429 1.56812 1.48625  0.086
H20 -0.49233 -2.20976 2.21249  0.122
H21 -2.87390 -1.78391 1.78397  0.114
H22 -5.04092 -1.91784 0.90924  0.141
H23 -5.76947 -0.75272 -0.21889  0.144
H24 -4.10548 0.82983 -1.25600  0.124
H25 -4.37446 2.53077 -0.79206  0.136
H26 -2.12549 2.30287 -1.78572  0.134
H27 -1.72327 1.00181 -0.62684  0.119
H28 -1.70445 3.36770 2.06314  0.130
H29 -1.50085 1.63101 1.67827  0.131
H30 -3.72006 1.94202 2.73657  0.126
H31 -4.12754 3.20867 1.54205  0.136

Frontier orbital gap   9.01 eV
Total charge   0
M   441.5 g mol⁻¹
SMILES string   COc1cc(C(=O)NC[C@H](c2ccccc2)N(C)C)ccc1OCC(=O)N1CCOCC1

two (0.930 eV below the next structure)

one:
Entry from the Open Molecules 2025 dataset: an isolated ion of composition C7H10NOS and charge +1 (wB97M-V/def2-TZVPD).

Each line ends with the Löwdin charge.
Element x y z (Å)
C1 3.12442 0.34365 0.14734  0.030
C2 2.24526 -0.26493 1.11227  -0.011
C3 2.57770 0.58656 -1.16024  -0.022
C4 0.88814 -0.45320 0.74379  -0.085
C5 1.27747 0.29810 -1.48199  -0.090
C6 0.42832 -0.27445 -0.56501  -0.335
C7 -3.15144 1.38010 0.45522  0.093
N1 -1.47384 -1.93859 0.09546  -0.172
O1 -2.45686 0.36163 -0.62631  -0.510
S1 -1.28686 -0.79639 -1.05226  1.203
H1 4.13788 0.48548 0.43775  0.103
H2 2.44443 -0.49623 2.10946  0.093
H3 3.04678 0.96678 -1.98287  0.088
H4 0.32629 -0.55744 1.64056  0.103
H5 0.95519 0.33261 -2.46140  0.097
H6 -3.18737 0.86246 1.40117  0.070
H7 -2.45053 2.14392 0.45007  0.045
H8 -4.18944 1.62453 -0.07032  0.148
H9 -1.05026 -1.90489 0.94027  0.007
H10 -2.20527 -2.69969 -0.13295  0.146

Frontier orbital gap   9.09 eV
Total charge   +1
M   156.2 g mol⁻¹

two:
Entry from the Open Molecules 2025 dataset: an isolated ion of composition C7H10NOS and charge +1 (wB97M-V/def2-TZVPD).

Each line ends with the Löwdin charge.
Element x y z (Å)
C1 -0.91311 0.90427 0.04690  0.078
C2 0.41390 1.36652 0.24534  -0.322
C3 1.47583 0.61926 0.35056  -0.546
C4 -1.38224 -0.36599 -0.57709  -0.203
C5 -0.51424 -1.51319 -0.85739  -0.206
C6 -0.02768 -2.24170 0.34713  -0.120
C7 0.43908 2.89570 0.45231  -0.011
N1 1.20572 -1.51016 0.66444  -0.092
O1 2.25665 -2.01152 0.76924  0.092
S1 3.01853 0.51693 0.21109  1.022
H1 -1.75698 1.58859 -0.08270  0.140
H2 -2.12065 -0.75903 0.03290  0.102
H3 -1.94919 -0.09030 -1.59801  0.198
H4 -1.13880 -2.26424 -1.48076  0.171
H5 0.32675 -1.14744 -1.50593  0.147
H6 -0.72066 -2.41903 1.10175  0.125
H7 0.23982 -3.30281 0.20667  0.147
H8 1.41498 3.24016 0.79837  0.091
H9 -0.23760 3.12767 1.27409  0.094
H10 -0.03012 3.36629 -0.39890  0.092

Frontier orbital gap (alpha / beta)   7.88 / 7.88 eV
Total charge   +1
M   156.2 g mol⁻¹

one (2.347 eV below the next structure)